This record from the Open Molecules 2025 dataset describes C17H25BN3O10Pb as an isolated structure at a distorted geometry. The level of theory is wB97M-V/def2-TZVPD.

Element x y z (Å)
Pb -1.5442 0.6313 -0.5185
O 0.7316 -2.8466 -1.7298
C -0.3033 -3.4441 -1.7181
O -0.5090 -4.6992 -2.1190
B -1.9526 -4.9962 -2.0532
O -2.5300 -3.8474 -1.3278
C -1.6359 -2.9383 -1.1591
O -1.8536 -1.8439 -0.6777
O -2.2907 -6.2087 -1.3307
C -3.1728 -6.9416 -2.0712
O -3.7085 -7.9527 -1.7759
C -3.2789 -6.2336 -3.4268
O -2.5412 -5.1235 -3.3812
O -3.8249 -6.6753 -4.3887
O -3.4478 0.9857 -1.8400
H -3.4877 0.4200 -2.6166
C -2.9743 -0.0387 2.3179
O -3.3225 0.7338 1.2158
H -3.7730 -0.1388 3.0671
H -2.6472 -1.0703 2.0964
H -2.0743 0.3824 2.8151
C 1.2651 2.7363 3.9218
C -0.1718 2.8354 4.4605
C -1.0906 3.4403 3.3187
C -0.7409 3.0209 1.9940
N -0.4364 2.6035 0.9709
H 1.9145 2.2813 4.6719
H 1.5902 3.7068 3.5546
H 1.2577 1.9885 3.1277
H -0.1728 3.4077 5.3860
H -0.6417 1.8685 4.6424
H -0.8802 4.5129 3.3450
H -2.1062 3.1135 3.5384
C 1.0126 5.3336 -3.6220
C 1.2545 4.2061 -4.6463
C 1.8784 2.9243 -4.0558
C 1.0452 2.3532 -2.9811
N 0.3575 1.9552 -2.1556
H 0.1490 5.1154 -2.9880
H 0.8502 6.3051 -4.0849
H 1.8022 5.4283 -2.8727
H 2.0805 4.5533 -5.2778
H 0.4308 4.0870 -5.3460
H 2.8794 3.1727 -3.7116
H 1.9644 2.2682 -4.9216
C 3.7565 -0.9170 2.8132
C 3.2451 -2.3388 2.5258
C 2.4585 -2.4301 1.2276
C 1.3232 -1.5381 1.0090
N 0.4592 -0.7980 0.8829
H 2.9514 -0.3226 3.2390
H 4.2087 -0.5144 1.9098
H 4.4999 -1.0623 3.5993
H 2.5499 -2.6598 3.3038
H 4.0718 -3.0415 2.4330
H 2.0111 -3.4161 1.0547
H 3.1136 -2.3333 0.3557

Output
LUMO energy: 0.0794 Ha
orbital gap: 6.59 eV
charge: -1
multiplicity: 1